[1]
ORCA calculation (ωB97M-V/def2-TZVPD) on a molecular structure, C42H41BrN6O3PPbS.

Output
E_tot: -5685.453863 hartree
net charge: +1
relative energy (zero: lowest compared OMol25 entry of this formula, charge and spin): 76.3 kcal/mol
LUMO energy (spin up / spin down): -4.89 / -5.09 eV

The geometry in XYZ format:
```
96
C42H41BrN6O3PPbS, DFT ωB97M-V/def2-TZVPD
Pb 1.0945 0.0790 1.6409
N 1.5845 2.6917 1.7807
C 0.4284 3.4178 2.3471
C 0.0679 2.8298 3.7097
C -0.9068 1.6538 3.6236
O -1.8118 1.5762 4.4255
O -0.7426 0.7911 2.6377
H 2.3753 2.7903 2.4091
H 1.8633 3.1079 0.8967
H -0.4161 3.2955 1.6643
H 0.6373 4.4846 2.4415
H -0.4010 3.5794 4.3399
H 0.9727 2.4771 4.2209
S 3.2321 0.4163 3.2434
C 4.3186 -0.3005 2.1087
N 5.4619 0.3210 1.8512
N 6.4218 -0.3406 1.2507
C 7.2054 0.2451 0.2403
C 6.8957 1.5032 -0.2689
C 7.6180 1.9991 -1.3434
C 8.6459 1.2527 -1.9029
C 8.9635 0.0080 -1.3738
C 8.2454 -0.5017 -0.3061
N 4.0736 -1.4251 1.3585
N 2.9133 -1.8507 1.1640
C 2.8390 -2.7095 0.0295
C 3.5254 -2.3905 -1.1442
C 3.4246 -3.2175 -2.2509
C 2.6443 -4.3669 -2.1917
C 1.9803 -4.6910 -1.0158
C 2.0665 -3.8621 0.0916
H 6.3538 -1.3511 1.2407
H 6.0849 2.0663 0.1750
H 7.3722 2.9706 -1.7525
H 9.2029 1.6419 -2.7458
H 9.7774 -0.5684 -1.7944
H 8.4889 -1.4733 0.1099
H 4.1269 -1.4904 -1.1774
H 3.9712 -2.9731 -3.1534
H 2.5656 -5.0139 -3.0569
H 1.4029 -5.6053 -0.9528
H 1.5838 -4.1275 1.0248
O -2.6050 -5.5365 1.6764
C -1.8770 -4.4228 1.5381
C -1.5702 -3.8481 0.3063
C -0.8003 -2.7076 0.2872
N -0.3390 -2.1084 1.3931
C -0.6462 -2.6758 2.5575
Br 0.0898 -1.8653 4.0880
C -1.3975 -3.8189 2.6951
H -2.8965 -5.8749 0.8232
H -1.9123 -4.2878 -0.6227
H -0.5151 -2.2609 -0.6535
H -1.6060 -4.2498 3.6640
C -5.7438 0.9206 -1.6642
C -5.0505 2.2124 -2.0213
C -5.7548 3.0959 -2.8431
C -5.2274 4.3069 -3.2520
C -3.9461 4.6648 -2.8613
C -3.2316 3.8069 -2.0460
C -3.7583 2.5828 -1.6066
P -2.5599 1.7177 -0.5102
C -3.4935 0.5952 0.5792
C -3.4910 -0.7895 0.3928
C -4.2169 -1.6142 1.2316
C -4.9320 -1.0637 2.2867
C -4.9372 0.3064 2.4732
C -4.2253 1.1596 1.6305
C -4.2912 2.6468 1.8685
C -1.6933 0.5791 -1.6641
C -2.3549 0.0362 -2.7669
C -1.7278 -0.8507 -3.6289
C -0.3865 -1.1820 -3.4417
C 0.3140 -0.5962 -2.4159
C -0.3012 0.3265 -1.5353
C 0.5617 1.0607 -0.6523
H -6.2657 0.5271 -2.5378
H -6.4914 1.0912 -0.8857
H -5.0656 0.1627 -1.2993
H -6.7488 2.8099 -3.1696
H -5.8153 4.9704 -3.8746
H -3.5135 5.6058 -3.1762
H -2.2324 4.0827 -1.7232
H -2.9434 -1.2132 -0.4391
H -4.2365 -2.6855 1.0648
H -5.4752 -1.7045 2.9701
H -5.4908 0.7337 3.3017
H -4.3551 2.8543 2.9366
H -5.1735 3.0734 1.3837
H -3.4152 3.1605 1.4697
H -3.3952 0.2860 -2.9277
H -2.2889 -1.3055 -4.4367
H 0.1049 -1.8810 -4.1075
H 1.3666 -0.8225 -2.2714
H 0.1886 2.0046 -0.2671
H 1.6177 1.0453 -0.9108
```

Quick look at the Löwdin charges, all values in e:
1. Pb 1.241
2. N -0.091
3. C -0.235
4. C -0.094
5. C -0.640
6. O 0.080
7. O -0.292
8. H 0.036
9. H 0.086
10. H 0.099
11. H 0.118
12. H 0.123
13. H 0.114
14. S 0.644
15. C -0.815
16. N 0.055
17. N 0.022
18. C -0.233
19. C -0.028
20. C -0.076
21. C -0.083
22. C -0.076
23. C -0.027
24. N 0.020
25. N -0.034
26. C -0.266
27. C -0.040
28. C -0.074
29. C -0.071
30. C -0.069
31. C -0.039
32. H 0.144
33. H 0.103
34. H 0.108
35. H 0.107
36. H 0.110
37. H 0.116
38. H 0.109
39. H 0.111
40. H 0.110
41. H 0.111
42. H 0.115
43. O 0.112
44. C -0.310
45. C 0.007
46. C -0.143
47. N -0.038
48. C -0.708
49. Br 0.884
50. C -0.019
51. H 0.126
52. H 0.131
53. H 0.104
54. H 0.128
55. C -0.042
56. C -0.260
57. C -0.047
58. C -0.070
59. C -0.082
60. C -0.118
61. C -0.321
62. P 1.131
63. C -0.336
64. C -0.115
65. C -0.081
66. C -0.060
67. C -0.028
68. C -0.274
69. C -0.050
70. C -0.289
71. C -0.059
72. C -0.038
73. C -0.062
74. C -0.054
75. C -0.319
76. C -0.095
77. H 0.087
78. H 0.097
79. H 0.043
80. H 0.117
81. H 0.109
82. H 0.106
83. H 0.089
84. H 0.083
85. H 0.098
86. H 0.108
87. H 0.121
88. H 0.085
89. H 0.090
90. H 0.046
91. H 0.103
92. H 0.115
93. H 0.112
94. H 0.105
95. H 0.024
96. H 0.059

=====

[2]
ORCA calculation (ωB97M-V/def2-TZVPD) on a single C5H14N4O2 molecule.

Output
E_tot: -568.174757 hartree
SMILES string: CCN(CC)/N=N\OCON
relative energy (zero: lowest compared OMol25 entry of this formula, charge and spin): 120.6 kcal/mol
LUMO energy: 0.97 eV

The geometry in XYZ format:
```
25
C5H14N4O2, DFT ωB97M-V/def2-TZVPD
C -0.8116 2.1966 -0.7160
C -0.9843 0.6258 -1.0476
N -1.0484 -0.1460 0.1314
C -2.4387 -0.3015 0.6933
C -2.9747 -1.6335 0.2386
N -0.0591 -0.4856 0.9002
N 1.1039 -0.6329 0.7495
O 1.5735 -0.2110 -0.5260
C 2.9558 -0.3107 -0.8294
O 3.6577 0.1540 0.3347
N 3.8316 -0.8247 1.3532
H -0.3166 2.7506 -1.6394
H -1.8304 2.6990 -0.4410
H -0.0640 2.5212 0.0859
H -1.9881 0.5292 -1.4352
H -0.1972 0.4390 -1.7189
H -2.9220 0.6878 0.4220
H -2.4328 -0.2761 1.7407
H -2.8417 -1.8174 -0.8510
H -2.4085 -2.4681 0.6977
H -3.9515 -1.7125 0.6723
H 3.1815 -1.3041 -0.9603
H 3.1712 0.4339 -1.6661
H 3.0810 -0.4379 1.9896
H 4.7135 -0.4751 1.8218
```

Quick look at the Löwdin charges, all values in e:
1. C -0.088
2. C -0.218
3. N -0.173
4. C -0.194
5. C -0.085
6. N -0.010
7. N 0.037
8. O -0.153
9. C -0.191
10. O -0.233
11. N 0.009
12. H 0.091
13. H 0.077
14. H 0.073
15. H 0.102
16. H 0.078
17. H 0.128
18. H 0.091
19. H 0.089
20. H 0.085
21. H 0.062
22. H 0.087
23. H 0.157
24. H 0.080
25. H 0.098

=====

[3]
ORCA calculation (ωB97M-V/def2-TZVPD) on a molecular structure, C16H42Br9N7O4P2.

Output
E_tot: -25167.889924 hartree
relative energy (zero: lowest compared OMol25 entry of this formula, charge and spin): 0.0 kcal/mol
LUMO energy: -0.15 eV

The geometry in XYZ format:
```
80
C16H42Br9N7O4P2, DFT ωB97M-V/def2-TZVPD
C -34.4737 -10.8280 9.1024
N -35.2058 -11.9814 9.6410
O -34.7076 -12.5643 10.5720
O -36.2623 -12.2777 9.1133
H -34.2336 -10.1381 9.9086
H -35.0676 -10.3251 8.3502
H -33.5194 -11.1777 8.7142
O -39.5351 -16.3044 14.8411
P -39.2886 -14.9493 14.3137
N -39.9212 -13.8249 15.3338
C -40.8189 -14.3084 16.3920
C -39.4151 -12.4869 15.5143
N -39.9502 -14.6307 12.8172
C -41.4024 -14.5744 12.7776
C -39.4054 -15.4616 11.7545
N -37.6793 -14.6825 14.0665
C -36.7545 -15.7965 14.1874
C -37.2088 -13.5365 13.3132
H -41.4675 -15.0915 16.0008
H -41.4150 -13.4694 16.7402
H -40.2623 -14.7842 17.2040
H -39.6307 -12.1055 16.5101
H -39.8636 -11.7715 14.8106
H -38.3332 -12.4507 15.3769
H -41.8306 -15.5836 12.6736
H -41.8095 -14.1375 13.6852
H -41.7334 -14.0137 11.8998
H -38.3343 -15.6276 11.8273
H -39.8774 -16.4581 11.7921
H -39.6605 -15.0699 10.7698
H -36.8622 -16.5319 13.3797
H -35.7377 -15.4064 14.0967
H -36.8570 -16.3076 15.1400
H -37.0274 -13.7918 12.2563
H -36.2357 -13.2150 13.6949
H -37.9346 -12.7315 13.3395
O -32.5751 -16.6953 9.8755
P -31.2746 -16.4826 9.2135
N -31.1269 -17.4703 7.9052
C -32.1882 -18.4025 7.5408
C -29.9163 -17.4045 7.1017
N -29.9446 -16.8114 10.1596
C -29.6914 -15.9544 11.2974
C -29.7376 -18.2372 10.4355
N -30.9835 -14.9501 8.6886
C -29.6468 -14.3867 8.5061
C -32.0590 -14.2530 8.0055
H -32.3179 -19.2165 8.2572
H -31.9092 -18.8795 6.5979
H -33.1344 -17.8949 7.3647
H -29.7699 -16.4393 6.6210
H -29.9399 -18.2281 6.3903
H -29.0456 -17.6332 7.7299
H -29.8650 -14.9083 11.0553
H -30.3061 -16.2260 12.1649
H -28.6426 -16.0439 11.6011
H -30.6702 -18.7350 10.7127
H -29.3150 -18.7453 9.5667
H -28.9943 -18.3198 11.2264
H -29.4815 -14.1613 7.4460
H -29.5841 -13.4144 9.0107
H -28.9053 -15.0697 8.8991
H -31.7069 -13.2575 7.7270
H -32.9571 -14.1957 8.6137
H -32.2767 -14.7431 7.0449
C -36.1842 -20.4998 8.2942
Br -35.4112 -19.6439 6.7437
Br -34.7954 -21.2226 9.4135
Br -37.4721 -21.8048 7.7703
H -36.6563 -19.7266 8.8806
C -36.5837 -15.5236 8.6869
Br -35.3952 -15.2606 7.1973
Br -36.2118 -17.0907 9.6905
Br -38.4414 -15.3190 8.2185
H -36.4102 -14.6578 9.3118
C -36.8952 -15.7340 3.8058
Br -36.4672 -14.0317 3.0275
Br -35.5537 -17.0361 3.3159
Br -38.6369 -16.2955 3.2759
H -36.8462 -15.6405 4.8805
```

Quick look at the Löwdin charges, all values in e:
1. C 0.045
2. N -0.445
3. O 0.077
4. O 0.047
5. H 0.104
6. H 0.099
7. H 0.096
8. O -0.273
9. P 0.472
10. N -0.306
11. C -0.107
12. C -0.116
13. N -0.293
14. C -0.114
15. C -0.137
16. N -0.309
17. C -0.100
18. C -0.123
19. H 0.071
20. H 0.079
21. H 0.084
22. H 0.080
23. H 0.085
24. H 0.062
25. H 0.088
26. H 0.070
27. H 0.083
28. H 0.046
29. H 0.095
30. H 0.028
31. H 0.073
32. H 0.083
33. H 0.079
34. H 0.074
35. H 0.087
36. H 0.064
37. O -0.286
38. P 0.462
39. N -0.294
40. C -0.125
41. C -0.097
42. N -0.318
43. C -0.123
44. C -0.097
45. N -0.303
46. C -0.122
47. C -0.128
48. H 0.062
49. H 0.078
50. H 0.023
51. H 0.070
52. H 0.081
53. H 0.069
54. H 0.069
55. H 0.091
56. H 0.086
57. H 0.085
58. H 0.068
59. H 0.082
60. H 0.079
61. H 0.083
62. H 0.069
63. H 0.078
64. H 0.040
65. H 0.070
66. C -1.658
67. Br 0.573
68. Br 0.578
69. Br 0.597
70. H -0.098
71. C -1.605
72. Br 0.663
73. Br 0.679
74. Br 0.639
75. H -0.073
76. C -1.673
77. Br 0.561
78. Br 0.542
79. Br 0.587
80. H -0.113

=====

[4]
ORCA calculation (ωB97M-V/def2-TZVPD) on a single C3H7N3 molecule.

Output
E_tot: -282.697616 hartree
SMILES string: NC1=CCNN1
relative energy (zero: lowest compared OMol25 entry of this formula, charge and spin): 48.1 kcal/mol
LUMO energy: 0.95 eV

The geometry in XYZ format:
```
13
C3H7N3, DFT ωB97M-V/def2-TZVPD
N 0.6747 -0.6961 1.8488
C 0.2379 -0.1893 0.6417
C -0.9776 -0.2889 0.0239
C -0.9088 0.6744 -1.1458
N 0.4839 0.3628 -1.5484
N 1.1396 0.3406 -0.2739
H 1.5877 -0.3774 2.1383
H -0.0092 -0.6472 2.5887
H -1.8984 -0.5247 0.5268
H -1.0210 1.7383 -0.8935
H -1.5954 0.4177 -1.9535
H 0.2148 -0.7594 -1.6408
H 2.0718 -0.0509 -0.3124
```

Quick look at the Löwdin charges, all values in e:
1. N 0.116
2. C -0.427
3. C -0.087
4. C -0.246
5. N -0.076
6. N -0.032
7. H 0.089
8. H 0.094
9. H 0.078
10. H 0.104
11. H 0.103
12. H 0.158
13. H 0.128

=====

> What is the E_tot in the fourth record?

-282.697616 hartree

=====

> Which value of relative energy (zero: lowest compared OMol25 entry of this formula, charge and spin) does entry 2 give?

120.6 kcal/mol

=====

Copy entry 4 word for word.
ORCA calculation (ωB97M-V/def2-TZVPD) on a single C3H7N3 molecule.

Output
E_tot: -282.697616 hartree
SMILES string: NC1=CCNN1
relative energy (zero: lowest compared OMol25 entry of this formula, charge and spin): 48.1 kcal/mol
LUMO energy: 0.95 eV

The geometry in XYZ format:
```
13
C3H7N3, DFT ωB97M-V/def2-TZVPD
N 0.6747 -0.6961 1.8488
C 0.2379 -0.1893 0.6417
C -0.9776 -0.2889 0.0239
C -0.9088 0.6744 -1.1458
N 0.4839 0.3628 -1.5484
N 1.1396 0.3406 -0.2739
H 1.5877 -0.3774 2.1383
H -0.0092 -0.6472 2.5887
H -1.8984 -0.5247 0.5268
H -1.0210 1.7383 -0.8935
H -1.5954 0.4177 -1.9535
H 0.2148 -0.7594 -1.6408
H 2.0718 -0.0509 -0.3124
```

Quick look at the Löwdin charges, all values in e:
1. N 0.116
2. C -0.427
3. C -0.087
4. C -0.246
5. N -0.076
6. N -0.032
7. H 0.089
8. H 0.094
9. H 0.078
10. H 0.104
11. H 0.103
12. H 0.158
13. H 0.128

=====

> Which value of E_tot does entry 4 give?

-282.697616 hartree